105
Properties=species:S:1:pos:R:3 method="wB97M-V/def2-TZVPD" e_homo_ev=-15.394 mol_weight_g_mol=1073.10 charge=+3 lumo_ha=-0.300
Bi -0.1401 -0.6942 0.4971
C -3.9300 -2.2739 0.8973
C -3.6784 -2.0784 2.3876
S -2.2296 -1.0718 2.8366
C -1.3696 -2.2070 3.9642
C -0.9777 -3.5737 3.4235
S 0.1376 -3.4690 1.9962
C -0.5983 -4.5801 0.7621
C -2.0715 -4.3724 0.4441
S -2.5193 -2.7111 -0.1514
H -4.3120 -1.3548 0.4587
H -4.6955 -3.0386 0.7562
H -3.5696 -3.0363 2.8932
H -4.5523 -1.5891 2.8177
H -1.9996 -2.3373 4.8460
H -0.4881 -1.6524 4.2898
H -1.8456 -4.1606 3.1333
H -0.4698 -4.1327 4.2096
H -0.4462 -5.6095 1.0883
H 0.0130 -4.4307 -0.1315
H -2.7068 -4.5955 1.2995
H -2.3416 -5.0766 -0.3438
O -3.6336 0.8452 0.9258
S -2.5267 0.8746 -0.0465
C -3.1330 0.3469 -1.6371
C -4.4905 0.4941 -1.8829
C -4.9830 0.1710 -3.1400
C -4.1202 -0.2721 -4.1327
C -2.7688 -0.4427 -3.8651
C -2.2593 -0.1667 -2.5977
P -0.5031 -0.4820 -2.2526
C -0.1230 -2.2087 -2.6477
C 1.1835 -2.6325 -2.3735
C 1.5469 -3.9520 -2.5919
C 0.6110 -4.8603 -3.0728
C -0.6869 -4.4458 -3.3356
C -1.0585 -3.1245 -3.1231
C 0.3986 0.6008 -3.3718
C 0.1445 1.9720 -3.3005
C 0.7954 2.8375 -4.1616
C 1.6998 2.3393 -5.0935
C 1.9455 0.9773 -5.1684
C 1.2981 0.1014 -4.3074
C -2.0618 2.5672 -0.3640
C -2.9535 3.4037 -1.0192
C -2.6373 4.7460 -1.1767
C -1.4421 5.2402 -0.6763
C -0.5534 4.3992 -0.0183
C -0.8515 3.0490 0.1456
P 0.3060 1.9772 1.0404
C -0.2210 1.9465 2.7633
C 0.4213 1.0481 3.6229
C 0.0432 0.9735 4.9523
C -0.9972 1.7685 5.4221
C -1.6517 2.6402 4.5660
C -1.2641 2.7364 3.2359
C 1.9292 2.7474 0.9228
C 2.6488 3.0931 2.0657
C 3.8862 3.7114 1.9360
C 4.3971 3.9894 0.6764
C 3.6782 3.6439 -0.4646
C 2.4500 3.0174 -0.3470
H -5.1449 0.8556 -1.0988
H -6.0388 0.2813 -3.3478
H -4.5027 -0.4973 -5.1192
H -2.1080 -0.7990 -4.6465
H 1.9201 -1.9174 -2.0267
H 2.5642 -4.2698 -2.4047
H 0.8972 -5.8878 -3.2539
H -1.4132 -5.1492 -3.7210
H -2.0767 -2.8207 -3.3236
H -0.5770 2.3637 -2.5913
H 0.5900 3.8992 -4.1194
H 2.2021 3.0156 -5.7722
H 2.6360 0.5904 -5.9055
H 1.4899 -0.9604 -4.3804
H -3.8889 3.0209 -1.4036
H -3.3286 5.4033 -1.6863
H -1.1985 6.2877 -0.7937
H 0.3748 4.7988 0.3681
H 1.2416 0.4319 3.2593
H 0.5614 0.3057 5.6289
H -1.2936 1.7090 6.4608
H -2.4619 3.2551 4.9335
H -1.7763 3.4262 2.5776
H 2.2414 2.9155 3.0518
H 4.4370 3.9982 2.8218
H 5.3531 4.4872 0.5804
H 4.0750 3.8681 -1.4459
H 1.9023 2.7384 -1.2385
C 5.8438 -0.9128 2.0548
N 4.5738 -0.7275 1.3654
C 4.3844 0.0522 0.1506
C 2.9207 -0.2077 -0.1317
O 2.2511 0.1957 -1.0683
N 2.3959 -0.9768 0.8637
C 3.4178 -1.2890 1.6999
N 3.2626 -2.0780 2.7602
H 6.5995 -0.3200 1.5476
H 6.1554 -1.9579 2.0267
H 5.7789 -0.5690 3.0874
H 5.0243 -0.2892 -0.6643
H 4.5494 1.1212 0.3134
H 2.4318 -2.6492 2.8092
H 4.0614 -2.3676 3.3012